# 1
DFT (ωB97M-V with the def2-TZVPD basis set) results for a cluster of 9 separate species, C27H45N3O18 in total at a distorted geometry.

Cartesian coordinates (Å):
C 2.103 -0.238 -3.086
N 3.194 -1.246 -2.749
O 3.925 -0.942 -1.827
O 3.207 -2.300 -3.325
H 2.366 0.600 -2.445
H 1.114 -0.680 -2.930
H 2.102 -0.014 -4.158
C 4.548 2.334 0.879
N 5.214 1.462 1.880
O 5.566 0.380 1.478
O 5.285 1.877 3.078
H 3.720 1.727 0.354
H 5.408 2.506 0.223
H 4.135 3.250 1.317
C 2.072 -1.396 0.459
N 1.154 -1.088 1.582
O -0.022 -0.876 1.311
O 1.533 -1.082 2.721
H 3.065 -1.474 0.870
H 1.975 -0.635 -0.277
H 1.869 -2.390 0.044
O -5.278 1.189 -6.206
C -4.765 1.607 -5.266
C -3.462 1.054 -4.628
C -3.058 2.221 -3.706
C -4.467 2.922 -3.391
O -5.171 2.706 -4.627
H -3.752 0.122 -4.165
H -2.783 0.884 -5.440
H -2.514 1.916 -2.779
H -2.484 2.938 -4.278
H -5.035 2.438 -2.640
H -4.310 3.990 -3.147
O 1.638 5.276 2.174
C 1.606 4.284 2.839
C 2.654 3.778 3.790
C 2.028 2.644 4.547
C 0.761 2.295 3.715
O 0.610 3.406 2.761
H 3.575 3.288 3.338
H 2.982 4.586 4.407
H 2.664 1.744 4.569
H 1.771 2.899 5.586
H 0.880 1.374 3.146
H -0.134 2.170 4.328
O 1.288 1.652 -0.387
C 0.547 2.608 -0.433
C 0.674 3.968 -1.166
C -0.735 4.419 -1.327
C -1.475 3.682 -0.237
O -0.703 2.511 0.020
H 1.130 4.559 -0.378
H 1.368 3.873 -1.999
H -0.875 5.468 -1.107
H -1.230 4.183 -2.268
H -1.334 4.312 0.676
H -2.508 3.385 -0.417
O -4.874 2.167 -0.196
C -4.174 1.719 0.661
C -3.653 0.363 0.756
C -3.038 0.252 2.160
C -2.856 1.709 2.585
O -3.724 2.468 1.725
H -4.412 -0.397 0.566
H -2.857 0.314 0.042
H -3.717 -0.252 2.816
H -2.120 -0.286 2.135
H -3.177 1.951 3.570
H -1.894 2.172 2.506
O -0.737 -1.419 -2.225
C -1.055 -2.551 -2.070
C -0.653 -3.759 -2.904
C -1.361 -4.918 -2.245
C -1.976 -4.338 -0.889
O -1.963 -2.899 -1.087
H -0.916 -3.517 -3.889
H 0.457 -3.822 -2.877
H -2.174 -5.332 -2.898
H -0.684 -5.726 -2.044
H -2.990 -4.619 -0.708
H -1.365 -4.612 -0.039
O 1.049 -4.534 -0.118
C 1.336 -5.253 0.787
C 2.728 -5.524 1.340
C 2.327 -5.887 2.773
C 1.050 -6.711 2.545
O 0.444 -6.115 1.410
H 3.294 -6.272 0.809
H 3.229 -4.568 1.216
H 3.083 -6.508 3.430
H 2.066 -5.037 3.326
H 1.310 -7.791 2.336
H 0.362 -6.594 3.394

Calculated values
Energy relative to the best compared isomer or geometry (same formula, charge and spin) in kJ/mol: 0.0
Orbital gap in eV: 9.784
LUMO level in eV: -0.05
Structure (SMILES): C[N+](=O)[O-].C[N+](=O)[O-].C[N+](=O)[O-].O=C1CCCO1.O=C1CCCO1.O=C1CCCO1.O=C1CCCO1.O=C1CCCO1.O=C1CCCO1
E_HOMO in eV: -9.834
Largest force on an atom in hartree/bohr: 0.092
Energy in Ha: -2574.1484
Spin multiplicity: 1

***

# 2
DFT (ωB97M-V with the def2-TZVPD basis set) results for a structure of composition C27H46BClHfN6O4.

Cartesian coordinates (Å):
Hf -0.360 0.121 -0.045
C 2.462 -1.497 1.291
C 2.896 -1.553 -0.177
C 4.171 -2.377 -0.327
C 1.781 -2.104 -1.015
C 1.730 -3.225 -1.804
C 0.419 -3.319 -2.287
C -0.144 -4.334 -3.233
C 0.724 -5.589 -3.285
C -0.295 -3.706 -4.624
N -0.283 -2.292 -1.797
N 0.551 -1.510 -1.017
B -1.813 -2.002 -1.845
N -2.376 -2.072 -0.388
N -1.796 -1.302 0.609
C -2.388 -1.650 1.786
C -3.349 -2.596 1.535
C -3.325 -2.844 0.160
C -4.251 -3.791 -0.552
C -3.552 -5.032 -1.115
C -5.115 -3.087 -1.600
C -1.959 -1.044 3.090
C -3.161 -0.789 4.004
C -1.185 0.244 2.868
N -2.027 -0.564 -2.416
N -1.490 0.537 -1.754
C -1.800 1.649 -2.499
C -2.514 1.252 -3.596
C -2.638 -0.143 -3.524
C -3.339 -1.018 -4.515
C -4.834 -0.676 -4.534
C -2.718 -0.830 -5.904
C -1.433 3.036 -2.072
C -1.307 3.972 -3.272
C -2.471 3.564 -1.073
H 3.183 -0.949 1.896
H 2.339 -2.499 1.702
H 1.489 -0.992 1.423
H 3.101 -0.539 -0.526
H 4.017 -3.405 0.007
H 4.967 -1.947 0.278
H 4.510 -2.396 -1.362
H 2.533 -3.911 -2.005
H -1.134 -4.616 -2.870
H 1.707 -5.372 -3.706
H 0.252 -6.330 -3.927
H 0.857 -6.033 -2.299
H 0.678 -3.410 -5.019
H -0.937 -2.825 -4.600
H -0.732 -4.430 -5.312
H -2.351 -2.798 -2.526
H -4.005 -3.067 2.247
H -4.919 -4.135 0.241
H -2.994 -4.794 -2.019
H -4.302 -5.776 -1.379
H -2.875 -5.482 -0.389
H -4.524 -2.774 -2.461
H -5.617 -2.212 -1.185
H -5.882 -3.775 -1.955
H -1.302 -1.769 3.581
H -3.854 -0.083 3.543
H -2.829 -0.377 4.956
H -3.701 -1.709 4.216
H -1.793 1.003 2.371
H -0.231 0.083 2.325
H -0.836 0.676 3.806
H -2.898 1.888 -4.374
H -3.219 -2.059 -4.214
H -4.994 0.345 -4.881
H -5.288 -0.777 -3.548
H -5.352 -1.346 -5.220
H -2.874 0.186 -6.266
H -3.194 -1.511 -6.609
H -1.647 -1.030 -5.905
H -0.457 2.998 -1.583
H -2.269 4.102 -3.770
H -0.584 3.603 -4.000
H -0.978 4.954 -2.935
H -3.437 3.684 -1.564
H -2.159 4.536 -0.692
H -2.610 2.896 -0.221
O 1.716 2.412 2.003
Cl 1.150 2.429 0.723
O -0.338 2.136 0.804
O 1.386 3.587 -0.021
O 1.562 1.193 -0.051

Calculated values
Energy relative to the best compared isomer or geometry (same formula, charge and spin) in kJ/mol: 0.0
Orbital gap in eV: 8.599
LUMO level in eV: -6.63
Charge: +2
E_HOMO in eV: -15.225
Largest force on an atom in hartree/bohr: 0.010
Energy in Ha: -2218.4357
Spin multiplicity: 1

***

# 3
DFT (ωB97M-V with the def2-TZVPD basis set) results for a structure of composition C27H46BeBrNOP2S at a distorted geometry.

Cartesian coordinates (Å):
N -6.088 4.347 -4.372
C -6.008 4.600 -3.065
C -5.295 3.764 -2.195
C -4.574 2.655 -2.714
C -4.659 2.436 -4.098
C -5.451 3.299 -4.883
C -3.634 1.898 -1.838
Be -3.024 0.319 -1.390
P 4.247 -0.785 0.479
C -2.310 1.566 -2.251
C -1.147 1.734 -1.391
C 0.152 1.678 -1.960
C 1.274 2.157 -1.280
C 1.121 2.766 -0.014
C -0.148 2.746 0.592
C -1.269 2.269 -0.102
Br 2.532 3.603 0.842
H -3.942 1.907 -0.769
H -2.143 1.331 -3.322
H -5.320 3.997 -1.136
H -4.177 1.586 -4.562
H -6.548 5.487 -2.706
H -5.566 3.114 -5.957
H 0.258 1.304 -2.983
H -2.266 2.427 0.318
H 2.256 2.117 -1.754
H -0.288 3.240 1.546
P -0.738 -1.985 0.138
C 4.674 0.973 0.741
C 6.073 1.414 0.297
H 4.546 1.163 1.817
H 3.891 1.528 0.210
H 6.175 2.496 0.449
H 6.858 0.924 0.893
H 6.258 1.207 -0.766
C 3.455 -0.945 -1.150
C 4.315 -1.888 -2.006
H 3.393 0.063 -1.582
H 2.438 -1.335 -0.987
H 3.930 -1.948 -3.029
H 5.356 -1.545 -2.056
H 4.335 -2.900 -1.586
C 3.135 -1.134 1.870
C 3.995 -1.731 3.000
H 2.350 -1.826 1.530
H 2.667 -0.182 2.165
H 3.418 -2.402 3.649
H 4.827 -2.316 2.576
H 4.433 -0.946 3.634
C -0.642 -3.125 1.584
C -1.379 -4.450 1.467
H -1.006 -2.536 2.435
H 0.434 -3.282 1.744
H -2.457 -4.333 1.608
H -1.206 -4.944 0.508
H -1.032 -5.138 2.244
C 0.097 -3.054 -1.124
C 0.113 -2.458 -2.529
H -0.385 -4.044 -1.122
H 1.118 -3.189 -0.733
H -0.863 -2.580 -3.019
H 0.374 -1.390 -2.513
H 0.858 -2.993 -3.133
C -2.499 -2.239 -0.393
C -3.496 -1.708 0.644
H -2.633 -3.322 -0.589
H -2.630 -1.695 -1.361
H -4.062 -0.868 0.203
H -4.220 -2.498 0.907
H -3.023 -1.353 1.578
C -0.447 1.974 4.239
S -0.082 0.497 3.309
C 0.910 -0.391 4.523
O -1.376 -0.246 3.141
H -0.225 1.798 5.300
H -1.502 2.228 4.109
H 0.182 2.787 3.853
H 0.305 -0.519 5.424
H 1.193 -1.365 4.117
H 1.815 0.186 4.740

Calculated values
Energy relative to the best compared isomer or geometry (same formula, charge and spin) in kJ/mol: 127.3
Orbital gap (spin up / spin down) in eV: 6.520 / 4.302
LUMO level (spin up / spin down) in eV: -7.13 / -8.63
Charge: +2
E_HOMO (spin up / spin down) in eV: -13.653 / -12.936
Largest force on an atom in hartree/bohr: 0.041
Energy in Ha: -4855.3004
Spin multiplicity: 1

***

# 4
DFT (ωB97M-V with the def2-TZVPD basis set) results for a structure of composition C27H46BrCaNOP2S at a distorted geometry.

Cartesian coordinates (Å):
N 10.171 1.369 -1.204
C 9.977 0.609 -0.125
C 8.696 0.391 0.408
C 7.578 0.949 -0.253
C 7.819 1.764 -1.381
C 9.140 1.946 -1.815
C 6.231 0.624 0.189
Ca -0.671 -1.120 1.428
P -4.690 -3.766 -2.160
C 5.163 0.666 -0.650
C 3.813 0.360 -0.253
C 2.854 0.110 -1.252
C 1.525 -0.179 -0.904
C 1.199 -0.102 0.428
C 2.106 0.033 1.453
C 3.445 0.298 1.109
Br -3.334 -1.193 1.666
H 6.142 0.269 1.216
H 5.329 0.888 -1.705
H 8.574 -0.241 1.283
H 6.996 2.228 -1.920
H 10.855 0.151 0.349
H 9.341 2.577 -2.685
H 3.184 0.141 -2.295
H 4.200 0.487 1.882
H 0.805 -0.430 -1.684
H 1.835 -0.028 2.514
P -1.355 1.471 0.155
C -3.263 -4.710 -1.476
C -3.131 -6.094 -2.125
H -3.445 -4.799 -0.396
H -2.354 -4.112 -1.623
H -2.517 -6.744 -1.493
H -4.112 -6.569 -2.249
H -2.649 -6.036 -3.108
C -3.879 -2.678 -3.415
C -4.847 -2.254 -4.523
H -3.043 -3.257 -3.833
H -3.466 -1.804 -2.891
H -4.284 -1.888 -5.390
H -5.468 -3.095 -4.853
H -5.510 -1.446 -4.193
C -5.135 -2.566 -0.844
C -6.307 -3.051 0.016
H -5.387 -1.617 -1.343
H -4.251 -2.378 -0.208
H -6.670 -2.221 0.635
H -7.133 -3.404 -0.616
H -6.006 -3.861 0.692
C -2.841 2.270 0.942
C -2.853 3.774 1.198
H -2.993 1.711 1.880
H -3.690 1.993 0.297
H -2.148 4.079 1.979
H -2.644 4.354 0.291
H -3.858 4.057 1.538
C -1.890 1.357 -1.610
C -0.960 1.876 -2.707
H -2.869 1.856 -1.670
H -2.077 0.279 -1.759
H -1.035 2.963 -2.830
H 0.090 1.623 -2.534
H -1.257 1.422 -3.660
C -0.117 2.813 0.120
C 0.537 3.085 1.480
H -0.604 3.719 -0.277
H 0.651 2.503 -0.602
H 1.620 3.232 1.346
H 0.140 3.992 1.956
H 0.409 2.246 2.180
C -0.062 -0.142 5.914
S -1.219 0.341 4.633
C -1.107 2.132 4.833
O -0.441 0.056 3.329
H -0.526 0.077 6.879
H 0.884 0.397 5.811
H 0.099 -1.220 5.827
H -0.070 2.486 4.720
H -1.765 2.619 4.097
H -1.479 2.360 5.841

Calculated values
Energy relative to the best compared isomer or geometry (same formula, charge and spin) in kJ/mol: 138.6
Orbital gap (spin up / spin down) in eV: 5.342 / 3.573
LUMO level (spin up / spin down) in eV: -6.98 / -8.80
Charge: +2
E_HOMO (spin up / spin down) in eV: -12.321 / -12.371
Largest force on an atom in hartree/bohr: 0.069
Energy in Ha: -5518.3431
Spin multiplicity: 1